Record 1
ORCA calculation (wB97M-V/def2-TZVPD) on a structure of composition C16H12Br3CsI2N3.

## Properties
Frontier orbital gap, eV: 9.0

The geometry in ORCA input format:
```
! RIJCOSX wB97M-V def2-TZVPD def2/J DEFGRID3
* xyz 1 1
Cs 0.082 -0.060 0.065
Br -1.108 -1.527 7.364
C -0.867 -1.200 5.522
C -0.100 -0.131 5.096
C 0.029 0.042 3.728
N -0.534 -0.745 2.820
C -1.274 -1.777 3.239
C -1.462 -2.037 4.593
C -1.886 -2.635 2.184
C -2.676 -3.735 2.504
C -3.221 -4.488 1.478
Br -4.299 -5.981 1.884
C -2.972 -4.141 0.163
C -2.172 -3.032 -0.053
N -1.640 -2.295 0.914
H 0.377 0.541 5.794
H 0.623 0.870 3.349
H -2.056 -2.865 4.946
H -2.883 -4.020 3.524
H -3.383 -4.706 -0.661
H -1.954 -2.722 -1.072
I -0.584 0.799 -3.529
C -1.797 2.502 -3.080
I -2.037 2.877 -0.988
H -2.778 2.326 -3.499
H -1.321 3.368 -3.518
Br 5.930 2.965 -0.161
C 5.105 1.267 -0.070
C 5.864 0.110 -0.011
C 5.195 -1.103 0.052
C 3.811 -1.103 0.051
N 3.081 0.011 -0.006
C 3.722 1.174 -0.065
H 6.944 0.157 -0.014
H 5.744 -2.033 0.100
H 3.261 -2.037 0.098
H 3.119 2.075 -0.114
*
```

Record 2
ORCA calculation (wB97M-V/def2-TZVPD) on an isolated molecule of C6H8 at a distorted geometry.

## Properties
ΔE to the lowest compared entry with this formula, charge and spin, kJ/mol: 247.5
Frontier orbital gap, eV: 10.9

The geometry in ORCA input format:
```
! RIJCOSX wB97M-V def2-TZVPD def2/J DEFGRID3
* xyz 0 1
C 0.241 2.351 -1.849
C 0.215 1.477 -1.021
C 0.028 0.470 0.009
C -0.911 -0.720 -0.233
C -0.294 -1.302 1.050
C 1.081 -0.461 0.617
H 0.254 3.148 -2.560
H -0.355 0.911 0.930
H -1.967 -0.437 -0.304
H -0.642 -1.361 -1.078
H -0.901 -0.867 1.887
H -0.264 -2.373 1.260
H 1.837 -0.722 -0.169
H 1.679 -0.113 1.460
*
```

Record 3
ORCA calculation (wB97M-V/def2-TZVPD) on a cluster of 2 separate species, C5H12NO in total.

## Properties
ΔE to the lowest compared entry with this formula, charge and spin, kJ/mol: 146.5
Frontier orbital gap, eV: 9.1

The geometry in ORCA input format:
```
! RIJCOSX wB97M-V def2-TZVPD def2/J DEFGRID3
* xyz 1 1
C 1.126 -0.164 1.910
C 1.953 0.907 -0.103
N 1.774 -0.133 0.598
H 1.770 -0.687 2.607
H 0.175 -0.665 1.791
H 0.980 0.852 2.249
H 1.678 1.873 0.301
H 2.386 0.815 -1.089
H 1.999 -1.027 0.169
C -1.803 0.541 -0.629
O -0.845 1.314 0.125
C -1.058 -0.489 -1.409
C -1.154 -1.789 -1.184
H -2.366 1.199 -1.298
H -2.504 0.058 0.057
H -1.263 2.161 0.312
H -0.426 -0.104 -2.204
H -0.614 -2.501 -1.794
H -1.809 -2.163 -0.408
*
```

Record 4
ORCA calculation (wB97M-V/def2-TZVPD) on a cluster of 3 separate species, CH2S2 in total at a distorted geometry.

## Properties
ΔE to the lowest compared entry with this formula, charge and spin, kJ/mol: 68.5
Frontier orbital gap, eV: 9.5

The geometry in ORCA input format:
```
! RIJCOSX wB97M-V def2-TZVPD def2/J DEFGRID3
* xyz 0 1
C 2.839 0.891 0.194
S 3.742 -0.332 -0.200
S 2.123 2.195 0.643
H -0.175 1.144 0.461
H -1.070 1.264 0.453
*
```

Record 5
ORCA calculation (wB97M-V/def2-TZVPD) on a structure of composition C24H34NO4P2Sn at a distorted geometry.

## Properties
ΔE to the lowest compared entry with this formula, charge and spin, kJ/mol: 30.4
Frontier orbital gap, eV: 6.6

The geometry in ORCA input format:
```
! RIJCOSX wB97M-V def2-TZVPD def2/J DEFGRID3
* xyz 1 1
C 2.345 -3.250 1.727
C 1.928 -2.157 0.925
N 0.582 -1.843 0.898
C -0.325 -2.590 1.547
C 0.067 -3.678 2.330
C 1.418 -4.001 2.423
C 2.843 -1.441 0.109
P 2.386 -0.010 -0.801
Sn -0.143 -0.048 -0.473
P -2.338 -1.327 -0.050
C -1.815 -2.267 1.441
C -0.456 1.445 -2.154
C -0.257 2.795 -1.902
C -0.906 3.742 -2.707
C -1.570 3.338 -3.867
C -1.616 1.975 -4.193
C -1.086 1.012 -3.317
O 2.548 -3.640 -2.105
O -0.129 -4.188 -1.924
H 3.405 -3.484 1.734
H -0.704 -4.270 2.818
H 1.738 -4.849 3.022
C 3.034 1.520 -0.070
C 3.011 -0.093 -2.504
H -2.393 -3.201 1.462
H -2.160 -1.678 2.304
H 2.917 -3.097 -1.377
H 3.884 -1.776 0.103
C -3.795 -0.305 0.305
C -2.931 -2.546 -1.263
H 0.366 3.147 -1.075
H -0.885 4.792 -2.404
H -2.046 4.081 -4.514
H -2.090 1.649 -5.119
H -1.194 -0.047 -3.542
H 0.239 -1.935 -3.481
H -0.382 -4.451 -2.832
H 0.845 -4.007 -1.974
H 3.085 -4.450 -2.103
H -0.107 -1.755 -2.830
H 4.132 1.493 -0.063
H 2.705 2.400 -0.637
H 2.672 1.621 0.960
H 4.100 0.069 -2.512
H 2.790 -1.079 -2.932
H 2.533 0.676 -3.125
H -3.832 -3.058 -0.887
H -3.199 -2.024 -2.191
H -2.134 -3.269 -1.477
H -4.681 -0.942 0.457
H -3.624 0.324 1.188
H -3.962 0.364 -0.553
O -1.908 2.220 0.725
C -0.941 2.024 1.469
O -0.014 1.101 1.260
C -0.609 2.804 2.704
C 0.475 2.424 3.524
C 0.870 3.238 4.585
C 0.146 4.398 4.885
C -0.961 4.750 4.105
C -1.342 3.962 3.017
H 1.020 1.496 3.318
H 1.736 2.973 5.184
H 0.443 5.045 5.709
H -1.538 5.640 4.325
H -2.189 4.235 2.393
*
```

Record 6
ORCA calculation (wB97M-V/def2-TZVPD) on an isolated molecule of C8H6N2O2S at a distorted geometry.

## Properties
ΔE to the lowest compared entry with this formula, charge and spin, kJ/mol: 424.7
Frontier orbital gap (spin up / spin down), eV: 6.3 / 6.3

The geometry in ORCA input format:
```
! RIJCOSX wB97M-V def2-TZVPD def2/J DEFGRID3
* xyz 0 1
H 0.299 -0.666 4.208
N 0.033 -0.321 3.254
C 0.533 -0.668 2.153
C 1.601 -1.629 1.924
S 1.709 -3.266 2.300
O 2.262 -4.159 1.349
O 1.863 -3.641 3.680
N 1.544 -1.703 0.202
C 0.790 -0.689 -0.162
C 0.488 -0.335 -1.440
C -0.583 0.541 -1.747
C -1.327 1.003 -0.683
C -1.010 0.775 0.594
C 0.047 -0.097 0.904
H 2.309 -2.277 -0.333
H 1.031 -0.873 -2.160
H -0.955 0.551 -2.730
H -2.127 1.749 -0.866
H -1.548 1.100 1.610
*
```

Record 7
ORCA calculation (wB97M-V/def2-TZVPD) on a cluster of 2 separate species, C3H6NO4 in total at a distorted geometry.

## Properties
ΔE to the lowest compared entry with this formula, charge and spin, kJ/mol: 267.0
Frontier orbital gap, eV: 8.0

The geometry in ORCA input format:
```
! RIJCOSX wB97M-V def2-TZVPD def2/J DEFGRID3
* xyz -1 1
O -0.835 -2.295 1.551
C -0.157 -1.789 0.695
C -0.893 -0.971 -0.436
N 0.025 0.058 -0.926
C -0.268 1.530 -1.039
O 0.668 1.995 -1.715
O -1.203 2.139 -0.572
H 0.942 -1.807 0.730
H -1.336 -1.581 -1.206
H -1.661 -0.544 0.277
H 0.509 -0.366 -1.678
H 1.195 0.425 1.162
H 1.372 2.032 1.420
O 1.642 1.176 1.737
*
```

Record 8
ORCA calculation (wB97M-V/def2-TZVPD) on a cluster of 2 separate species, C5H10N4O2 in total at a distorted geometry.

## Properties
ΔE to the lowest compared entry with this formula, charge and spin, kJ/mol: 213.6
⟨S²⟩: 2.023
Frontier orbital gap (spin up / spin down), eV: 5.3 / 8.5

The geometry in ORCA input format:
```
! RIJCOSX wB97M-V def2-TZVPD def2/J DEFGRID3
* xyz 0 3
C 1.111 0.114 0.418
C -1.571 -1.807 -0.248
C 1.306 1.542 0.410
C -2.766 -2.455 0.450
C 1.648 2.386 -0.733
N -1.716 -0.974 -1.192
N -1.813 -0.034 -1.877
N 0.887 2.176 1.540
N 1.418 -0.707 -0.595
O 1.266 -1.954 -0.504
O 1.823 -0.267 -1.666
H 0.921 -0.418 1.309
H -0.592 -2.196 -0.200
H -2.616 -3.629 0.250
H -3.836 -2.200 0.321
H -2.704 -2.304 1.611
H 1.714 3.439 -0.519
H 0.788 2.157 -1.507
H 2.600 2.107 -1.243
H 1.053 3.228 1.524
H 1.079 1.797 2.451
*
```

Record 9
ORCA calculation (wB97M-V/def2-TZVPD) on a cluster of 2 separate species, C9H17N2O3 in total at a distorted geometry.

## Properties
ΔE to the lowest compared entry with this formula, charge and spin, kJ/mol: 794.8
Frontier orbital gap (spin up / spin down), eV: 8.2 / 8.2

The geometry in ORCA input format:
```
! RIJCOSX wB97M-V def2-TZVPD def2/J DEFGRID3
* xyz 1 1
C 0.481 -3.348 -1.333
C -0.883 -2.688 -1.414
C -0.515 3.821 2.578
C 0.322 0.968 2.827
C 1.932 -0.092 -1.569
C -1.087 -2.111 -2.808
C -1.162 2.615 1.771
C -0.452 1.331 1.623
C 0.736 -0.976 -1.735
N 0.285 -1.985 -0.875
N -0.163 -1.015 -2.991
O 0.484 -1.741 0.477
O -0.006 -0.292 -3.960
O -0.328 0.662 0.578
H 0.567 -4.077 -0.437
H 1.038 -3.540 -2.125
H -1.826 -2.833 -0.805
H -0.941 4.763 2.463
H 0.525 3.941 2.075
H -0.589 3.627 3.560
H 1.022 1.810 3.184
H -0.255 0.847 3.638
H 0.859 -0.052 2.664
H 2.858 -0.729 -1.150
H 1.649 0.714 -0.720
H 1.963 0.396 -2.561
H -2.204 -1.843 -2.889
H -0.940 -2.844 -3.711
H -1.431 2.989 0.671
H -2.033 2.567 2.334
H 0.095 -0.883 0.641
*
```

Record 10
ORCA calculation (wB97M-V/def2-TZVPD) on a structure of composition C22H34N7P2SSeTl at a distorted geometry.

## Properties
ΔE to the lowest compared entry with this formula, charge and spin, kJ/mol: 494.5
Frontier orbital gap (spin up / spin down), eV: 4.4 / 4.7

The geometry in ORCA input format:
```
! RIJCOSX wB97M-V def2-TZVPD def2/J DEFGRID3
* xyz 2 1
Tl -17.099 -12.167 4.148
C -22.872 -12.333 4.764
C -21.636 -11.899 5.443
N -21.453 -10.666 5.838
N -20.159 -10.693 6.372
C -19.575 -11.918 6.291
S -18.114 -12.392 6.916
N -20.555 -12.679 5.699
N -20.512 -14.076 5.547
H -22.869 -11.956 3.772
H -23.640 -11.757 5.326
H -22.933 -13.451 4.701
H -19.757 -9.811 6.656
H -21.011 -14.494 6.290
H -19.528 -14.317 5.654
C -14.645 -9.107 -0.260
P -14.376 -10.297 1.069
C -13.119 -9.451 2.193
N -12.217 -8.798 1.457
C -11.147 -8.321 2.183
C -10.081 -7.755 1.405
C -8.972 -7.120 2.040
C -8.723 -7.399 3.435
C -9.692 -8.100 4.145
C -10.981 -8.448 3.570
N -11.926 -9.188 4.291
C -13.025 -9.501 3.618
P -14.276 -10.151 4.698
C -13.159 -11.382 5.594
C -14.373 -8.779 6.137
C -14.354 -7.353 5.468
C -15.730 -8.932 6.789
C -13.315 -8.913 7.214
C -13.442 -11.669 0.207
C -14.456 -12.814 -0.051
C -12.823 -11.311 -1.165
C -12.327 -12.249 1.090
H -13.690 -8.641 -0.520
H -15.368 -8.296 0.006
H -15.130 -9.587 -1.151
H -10.183 -7.827 0.318
H -8.233 -6.596 1.429
H -7.835 -6.966 3.900
H -9.632 -8.377 5.184
H -12.188 -11.006 5.744
H -13.203 -12.253 4.899
H -13.666 -11.745 6.489
H -15.279 -7.283 4.933
H -13.529 -7.200 4.769
H -14.292 -6.689 6.347
H -16.573 -8.803 6.048
H -15.919 -8.142 7.550
H -15.935 -9.929 7.245
H -12.302 -8.732 6.830
H -13.305 -9.822 7.748
H -13.507 -8.132 7.928
H -15.413 -12.468 -0.429
H -14.504 -13.411 0.893
H -14.137 -13.504 -0.813
H -13.631 -11.090 -1.858
H -12.233 -12.192 -1.570
H -12.117 -10.460 -1.038
H -12.732 -12.712 1.982
H -11.689 -11.553 1.509
H -11.661 -12.910 0.569
Se -16.468 -14.960 4.873
C -15.103 -14.380 3.862
N -14.299 -13.866 3.168
*
```

Record 11
ORCA calculation (wB97M-V/def2-TZVPD) on a cluster of 2 separate species, C21H26BN2 in total at a distorted geometry.

## Properties
Frontier orbital gap, eV: 8.0

The geometry in ORCA input format:
```
! RIJCOSX wB97M-V def2-TZVPD def2/J DEFGRID3
* xyz 1 1
C 3.900 2.840 10.652
N 3.919 1.424 11.056
C 2.752 1.003 11.843
C 4.593 0.461 10.303
C 5.977 0.187 10.494
C 6.577 -0.853 9.837
N 5.911 -1.610 8.922
B 6.750 -2.626 8.162
H 5.895 -3.407 7.090
C 4.604 -1.403 8.737
C 3.944 -0.371 9.367
H 4.812 3.066 10.064
H 2.989 3.089 10.062
H 3.823 3.507 11.536
H 2.894 -0.055 12.156
H 2.603 1.642 12.732
H 1.798 1.106 11.285
H 6.627 0.726 11.156
H 7.594 -1.171 9.928
H 7.512 -2.060 7.410
H 7.125 -3.477 8.902
H 4.104 -2.059 8.046
H 2.919 -0.229 9.047
C 0.534 -2.183 5.101
C 1.950 -2.624 5.216
C 2.957 -1.721 5.574
C 4.275 -2.131 5.560
C 4.610 -3.480 5.340
C 5.969 -3.776 5.860
C 6.458 -5.193 5.861
C 7.776 -5.510 5.499
C 8.111 -6.855 5.330
C 7.144 -7.836 5.551
C 5.894 -7.506 6.062
C 5.575 -6.179 6.304
C 3.617 -4.382 4.921
C 2.283 -3.951 4.916
H -0.082 -3.073 4.987
H 0.189 -1.647 5.978
H 0.368 -1.555 4.223
H 2.755 -0.722 5.919
H 5.117 -1.476 5.809
H 6.724 -3.078 5.427
H 8.490 -4.704 5.306
H 9.138 -7.087 5.059
H 7.372 -8.854 5.279
H 5.160 -8.283 6.281
H 4.636 -5.917 6.784
H 3.849 -5.412 4.629
H 1.467 -4.648 4.738
*
```

Record 12
ORCA calculation (wB97M-V/def2-TZVPD) on an isolated molecule of C10H15NO2 at a distorted geometry.

## Properties
ΔE to the lowest compared entry with this formula, charge and spin, kJ/mol: 444.5
Frontier orbital gap, eV: 8.6

The geometry in ORCA input format:
```
! RIJCOSX wB97M-V def2-TZVPD def2/J DEFGRID3
* xyz 0 1
C 3.297 -1.623 0.836
O 2.708 -0.475 0.273
C 1.522 -0.546 -0.356
C 0.736 -1.697 -0.573
C -0.652 -1.344 -0.789
C -1.194 -0.049 -0.654
C -2.671 0.091 -0.839
C -3.643 -0.343 0.328
N -3.422 0.738 1.339
C -0.421 1.029 -0.645
C 0.947 0.824 -0.393
O 1.561 1.893 0.260
C 2.847 2.253 -0.269
H 4.293 -1.403 0.932
H 3.065 -1.915 1.871
H 3.306 -2.487 0.181
H 1.101 -2.740 -0.252
H -1.288 -2.220 -1.002
H -3.013 -0.437 -1.778
H -2.988 1.158 -0.984
H -3.133 -1.221 0.677
H -4.683 -0.112 -0.115
H -2.631 0.582 1.825
H -4.240 0.751 1.980
H -0.807 2.117 -0.784
H 2.784 3.312 -0.436
H 3.009 1.619 -1.063
H 3.609 2.243 0.429
*
```

Record 13
ORCA calculation (wB97M-V/def2-TZVPD) on a cluster of 8 separate species, C34H55NO11 in total at a distorted geometry.

## Properties
Frontier orbital gap, eV: 8.6

The geometry in ORCA input format:
```
! RIJCOSX wB97M-V def2-TZVPD def2/J DEFGRID3
* xyz 0 1
C -5.436 0.441 2.856
C -4.915 -0.638 3.780
O -4.415 -1.727 3.005
C -4.388 -2.934 3.719
C -3.600 -3.953 2.917
C -2.138 -3.714 2.986
C -1.318 -2.951 2.263
C -1.602 -2.089 1.101
C -2.341 -2.588 0.029
C -2.621 -1.746 -1.040
C -2.127 -0.448 -0.987
C -1.373 -0.059 0.115
N -1.104 -0.847 1.158
C 0.041 -3.065 2.875
O 1.008 -2.407 2.766
O -0.004 -4.151 3.751
C -1.329 -4.340 4.062
O -1.689 -4.857 5.058
H -6.499 0.289 2.690
H -4.917 0.404 1.905
H -5.316 1.412 3.327
H -4.113 -0.276 4.427
H -5.708 -1.004 4.435
H -3.947 -2.817 4.713
H -5.404 -3.314 3.869
H -3.808 -4.934 3.339
H -3.978 -3.955 1.901
H -2.667 -3.616 0.029
H -3.194 -2.073 -1.893
H -2.306 0.248 -1.792
H -0.961 0.942 0.147
C 1.139 -1.458 -5.040
C 0.230 -0.454 -4.376
C 0.885 0.548 -3.464
O -0.968 -0.453 -4.564
H 0.553 -2.119 -5.671
H 1.882 -0.940 -5.647
H 1.657 -2.050 -4.284
H 1.615 1.134 -4.021
H 1.399 0.032 -2.650
H 0.126 1.208 -3.046
C -3.048 4.991 4.029
C -4.434 4.592 4.473
C -5.237 5.630 5.218
O -4.881 3.492 4.242
H -2.579 4.160 3.508
H -3.103 5.852 3.362
H -2.442 5.261 4.895
H -5.373 6.515 4.595
H -4.712 5.925 6.128
H -6.209 5.222 5.480
C 4.161 -4.454 5.560
C 3.986 -5.765 4.832
C 2.869 -5.825 3.821
O 4.702 -6.714 5.051
H 4.991 -4.533 6.259
H 4.362 -3.654 4.846
H 3.249 -4.207 6.106
H 3.027 -5.072 3.046
H 1.916 -5.625 4.308
H 2.842 -6.812 3.365
C 5.777 1.896 -4.078
C 4.874 0.700 -4.210
C 5.327 -0.577 -3.546
O 3.823 0.759 -4.810
H 5.335 2.746 -4.591
H 5.907 2.152 -3.026
H 6.755 1.682 -4.512
H 5.451 -0.416 -2.474
H 6.285 -0.895 -3.961
H 4.589 -1.359 -3.709
C 4.206 4.784 -0.132
C 5.604 4.674 -0.684
C 6.745 4.897 0.280
O 5.802 4.415 -1.850
H 3.485 4.593 -0.920
H 4.057 4.057 0.668
H 4.037 5.782 0.273
H 6.695 4.170 1.092
H 6.681 5.898 0.707
H 7.693 4.789 -0.242
C -0.166 4.731 -2.254
C 0.389 5.531 -1.101
C 0.095 7.012 -1.097
O 1.040 5.012 -0.225
H 0.116 3.686 -2.142
H -1.254 4.811 -2.277
H 0.229 5.110 -3.198
H -0.983 7.179 -1.076
H 0.500 7.476 -1.998
H 0.547 7.471 -0.221
C -2.310 -5.717 -6.918
C -1.671 -4.922 -5.803
C -1.877 -3.427 -5.826
O -1.024 -5.460 -4.935
H -2.088 -6.773 -6.787
H -3.391 -5.572 -6.908
H -1.925 -5.384 -7.883
H -2.942 -3.197 -5.768
H -1.474 -3.004 -6.747
H -1.376 -2.974 -4.978
*
```

Record 14
ORCA calculation (wB97M-V/def2-TZVPD) on a cluster of 2 separate species, C3H8O2 in total at a distorted geometry.

## Properties
ΔE to the lowest compared entry with this formula, charge and spin, kJ/mol: 162.2
⟨S²⟩: 0.752
Frontier orbital gap (spin up / spin down), eV: 3.0 / 8.2

The geometry in ORCA input format:
```
! RIJCOSX wB97M-V def2-TZVPD def2/J DEFGRID3
* xyz -1 2
O 0.758 2.883 2.247
C 0.709 1.715 2.560
H -0.080 1.173 1.994
H 1.537 1.294 3.150
C -0.158 -0.335 -1.493
O 0.264 0.509 -0.354
C -0.829 -1.615 -1.003
H 0.656 -0.563 -2.130
H -0.846 0.257 -1.996
H 1.198 0.705 -0.207
H -0.327 -2.613 -1.399
H -1.890 -1.594 -1.471
H -0.992 -1.815 0.102
*
```